Record 1
The following is a DFT calculation (ωB97M-V/def2-TZVPD) of a structure of composition C35H37NNiO3P2 at a distorted geometry.

```
79
Properties=species:S:1:pos:R:3:forces:R:3
Ni 0.602912 -0.515472 -6.530939 2.3 0.9 -0.8
C -1.455491 -0.162552 -0.166824 -0.3 0.3 0.3
C -1.832888 -0.260498 -1.444966 -0.7 0.0 0.6
C -2.736029 0.755489 -2.152037 -0.3 -1.3 0.4
C -1.954368 1.785429 -2.930130 0.4 0.1 -0.9
C -0.779873 2.418624 -2.211042 -1.4 0.8 0.5
C -0.852009 2.699981 -0.905740 0.3 0.5 -0.1
C -1.919559 2.374266 0.106442 -0.4 0.1 0.7
C -1.808872 0.986419 0.771422 0.6 -0.3 0.4
C 1.726867 -0.685070 -5.056999 1.0 -0.1 2.2
H -0.823425 -0.905967 0.319797 -0.2 -0.1 -0.3
H -1.625154 -1.193112 -1.985737 0.2 0.4 0.1
H -3.418216 1.272832 -1.456662 0.3 -0.7 -0.4
H -3.372286 0.152216 -2.840295 0.2 0.6 0.2
H -1.575269 1.311598 -3.856084 -0.1 0.2 0.1
H -2.676353 2.561272 -3.246559 0.4 -0.1 -0.1
H -0.046109 2.913719 -2.853121 0.1 -0.4 0.4
H -0.106980 3.347191 -0.456651 0.5 -0.2 -0.3
H -2.942213 2.509291 -0.276782 0.5 0.2 0.0
H -1.801012 3.089981 0.942705 -0.2 -0.2 -0.5
H -1.008376 1.021709 1.539002 -0.3 -0.1 -0.4
H -2.728886 0.790862 1.378506 0.6 -0.1 -0.7
H 1.208557 -0.903148 -4.075806 0.5 -0.3 -1.2
H 2.126240 0.327809 -4.881638 0.0 0.0 -0.3
H 2.593184 -1.362150 -5.253851 -0.8 0.3 0.2
P 0.137368 -1.993266 -8.467351 -1.9 -1.7 -0.6
P 1.926217 0.336909 -8.844885 1.6 1.5 -0.9
C -0.620413 -0.479014 -9.104036 0.9 1.1 -0.1
C 0.222536 0.551069 -9.358204 -0.9 -1.3 0.0
C -0.530335 -3.196651 -9.749700 0.2 -0.2 0.0
C -1.661143 -2.918019 -10.531269 0.0 -0.2 -0.2
C -2.121967 -3.833040 -11.489740 0.1 0.3 0.3
C -1.480575 -5.056121 -11.660192 0.3 -0.1 0.2
C -0.365756 -5.358823 -10.868061 -0.2 0.4 0.0
C 0.115908 -4.427948 -9.933786 -0.2 -0.1 -0.2
C -1.032084 -2.285741 -7.061430 -1.5 1.8 -0.8
C -1.152749 -1.156187 -6.148736 -1.1 -1.7 0.6
C -1.732651 -1.393786 -4.852778 0.1 0.0 -1.5
C -2.584429 -2.484071 -4.756442 0.3 0.3 0.2
C -2.705271 -3.386911 -5.806396 -0.6 -0.4 -0.5
C -1.908140 -3.350805 -6.949450 0.3 0.1 0.7
C 2.658903 0.934631 -10.481063 -0.1 -0.1 -0.1
C 2.482428 0.136487 -11.627211 0.1 0.3 0.1
C 2.894337 0.595252 -12.883713 0.0 0.0 0.2
C 3.481309 1.854862 -13.032472 -0.2 -0.1 0.5
C 3.645101 2.650753 -11.898198 0.0 -0.2 0.0
C 3.255485 2.190647 -10.633129 0.0 0.1 -0.1
C 2.114526 1.848900 -7.816264 -0.1 -0.5 0.4
C 3.264311 1.941936 -7.009534 -0.3 0.1 -0.2
C 3.451862 3.068647 -6.215875 -0.1 0.1 -0.1
C 2.489605 4.085099 -6.200752 0.1 -0.2 -0.2
C 1.317864 3.945049 -6.942323 0.0 0.1 0.1
C 1.108774 2.817203 -7.728314 0.3 0.0 0.1
H -1.681414 -0.453117 -9.308888 -0.1 0.1 -0.1
H -0.030517 1.429861 -9.929524 -0.4 0.2 0.0
H -2.199955 -1.984856 -10.417799 0.0 -0.1 -0.1
H -2.988505 -3.578069 -12.102891 0.3 -0.1 0.2
H -1.846399 -5.773651 -12.403918 0.2 0.3 0.4
H 0.127904 -6.320461 -10.985545 0.0 0.2 0.1
H 1.000460 -4.668127 -9.346592 -0.1 0.0 -0.1
H -1.162279 -0.105693 -6.617208 -0.2 -0.8 0.7
H -1.466802 -0.774821 -4.003525 -0.6 0.3 -0.2
H -3.226496 -2.569121 -3.889705 0.2 -0.2 0.2
H -3.480513 -4.140761 -5.773523 0.0 -0.1 0.2
H -2.034371 -4.059140 -7.767046 0.3 -0.1 0.4
H 1.999517 -0.838649 -11.539711 0.1 0.2 -0.1
H 2.757170 -0.031274 -13.761095 0.0 0.0 0.2
H 3.801754 2.208979 -14.014256 -0.1 -0.1 0.3
H 4.079440 3.640902 -11.998270 0.0 -0.1 0.1
H 3.402786 2.839475 -9.768414 0.0 -0.2 -0.2
H 3.980676 1.114057 -6.986755 -0.2 0.4 -0.1
H 4.348613 3.151397 -5.608415 -0.2 0.0 0.0
H 2.649988 4.978087 -5.604253 0.0 -0.2 0.0
H 0.553155 4.716217 -6.924137 0.1 -0.1 0.1
H 0.159217 2.677295 -8.245021 0.3 0.3 0.0
O -0.510065 -1.039377 4.407808 0.7 0.4 -0.3
N 0.467130 -0.366964 3.981677 -0.3 0.2 0.4
O 1.066114 0.430692 4.750637 -0.3 -0.6 -0.7
O 0.822077 -0.479057 2.775162 -0.1 0.1 0.4
```
Positions in Å, forces in eV/Å.

LUMO (alpha / beta) = -1.78 / -3.10 eV
2S+1 = 3
net charge = 0
HOMO-LUMO gap (alpha / beta) = 3.848 / 2.527 eV

Record 2
The following is a DFT calculation (ωB97M-V/def2-TZVPD) of a structure of composition C35H37NO3P2Ti at a distorted geometry.

```
79
Properties=species:S:1:pos:R:3:forces:R:3
Ti -0.529734 1.117161 1.930566 0.8 -0.7 2.6
C -1.705109 1.010738 -2.839685 -0.5 -0.1 -0.4
C -1.797811 -0.307184 -2.654825 -0.7 0.2 -0.4
C -1.222855 -1.314667 -3.602170 -0.2 -0.2 -0.5
C 0.198026 -1.037271 -4.177388 0.0 -0.6 -0.2
C 1.129042 -0.109885 -3.424917 0.4 0.4 -0.5
C 1.129504 1.228203 -3.452432 0.7 -0.4 -0.9
C 0.172940 2.101404 -4.199006 -0.5 0.3 -0.1
C -1.294298 1.615408 -4.152232 0.4 0.5 -0.4
C 1.189034 0.507783 3.330121 -0.3 0.9 2.0
H -2.049635 1.733244 -2.097926 -0.2 -0.5 -0.3
H -2.512616 -0.720991 -1.939133 0.7 0.3 0.3
H -1.923405 -1.400984 -4.455329 0.3 -0.2 0.2
H -1.198331 -2.303477 -3.118682 -0.2 0.3 -0.1
H 0.712185 -2.015631 -4.203043 -0.2 0.4 -0.1
H 0.098173 -0.757032 -5.246577 0.2 0.2 0.6
H 2.001607 -0.613120 -2.989887 -0.4 0.3 0.0
H 2.021054 1.761315 -3.126789 -0.3 -0.3 0.3
H 0.470887 2.165254 -5.262253 0.1 0.1 0.4
H 0.213757 3.128960 -3.800416 0.1 -0.3 -0.1
H -1.932059 2.508753 -4.303476 0.2 -0.5 -0.1
H -1.468807 0.952372 -5.023144 -0.1 0.1 0.7
H 1.074342 1.524394 3.780013 0.2 -0.5 0.3
H 2.256160 0.247681 3.388781 -0.2 0.2 0.1
H 0.645845 -0.221297 3.956663 0.1 0.2 -0.3
P -1.493692 -0.780288 0.696174 0.1 1.5 1.0
P 1.843191 0.094614 1.108090 -0.7 0.8 -1.5
C -0.165143 -1.215399 -0.383284 1.1 -1.0 -1.1
C 1.117806 -0.772747 -0.280359 0.2 -1.1 -1.8
C -2.459170 -2.230136 1.076966 -0.3 -0.9 0.0
C -2.869432 -3.115977 0.064197 -0.2 0.0 0.5
C -3.635810 -4.237011 0.399711 0.0 0.0 -0.2
C -3.963537 -4.493771 1.732709 0.3 0.4 0.1
C -3.503709 -3.640571 2.749434 -0.2 -0.3 -0.5
C -2.752320 -2.515283 2.427920 0.1 0.2 -0.4
C -2.660041 0.566935 0.138537 0.0 0.3 0.4
C -2.147429 1.904205 0.178716 -0.9 -0.4 -0.3
C -3.045717 2.992198 0.197476 0.5 -0.6 0.0
C -4.421779 2.761234 0.187239 0.0 -0.2 0.1
C -4.930382 1.453457 0.166321 0.4 0.2 -0.1
C -4.057610 0.359078 0.143649 0.4 0.4 0.2
C 3.313979 -0.969777 1.390877 -0.2 -0.6 -0.8
C 3.088756 -2.304263 1.789522 0.1 0.2 0.5
C 4.168049 -3.126065 2.119861 0.2 0.1 -0.2
C 5.483034 -2.668718 1.948047 -0.3 0.2 -0.2
C 5.699761 -1.412136 1.371787 -0.2 -0.2 -0.1
C 4.620653 -0.581665 1.043043 -0.1 0.0 0.6
C 2.500406 1.722829 0.563899 0.5 -0.7 0.2
C 2.640265 2.734268 1.530931 -0.4 0.2 0.0
C 2.930780 4.037790 1.130709 0.2 -0.1 -0.3
C 3.119961 4.334270 -0.223943 -0.2 -0.2 0.0
C 3.063076 3.307814 -1.174106 0.2 0.0 0.2
C 2.852119 1.989626 -0.767847 -0.3 0.0 -0.1
H -0.369774 -2.060278 -1.070681 0.3 0.8 0.0
H 1.844722 -1.168495 -1.007839 -0.5 -0.4 0.2
H -2.578482 -2.928891 -0.972237 -0.2 -0.1 0.2
H -3.984406 -4.914034 -0.389816 0.2 0.3 0.4
H -4.561497 -5.368528 1.990014 0.2 0.2 -0.1
H -3.749521 -3.862761 3.784614 0.1 0.1 -0.2
H -2.375212 -1.847102 3.202860 -0.1 -0.1 -0.1
H -1.046131 2.101691 0.079343 -0.8 0.0 -0.1
H -2.654826 4.010377 0.266130 -0.1 -0.3 -0.1
H -5.105290 3.609617 0.236149 0.2 -0.3 0.0
H -6.013386 1.291514 0.199771 0.5 0.0 -0.1
H -4.460318 -0.655986 0.196871 0.2 0.3 -0.1
H 2.062546 -2.696032 1.858676 0.5 0.3 0.2
H 3.999827 -4.135598 2.496387 0.0 0.3 -0.1
H 6.327059 -3.320245 2.191423 -0.3 0.3 0.0
H 6.716289 -1.085617 1.153489 -0.2 -0.1 0.0
H 4.795166 0.372533 0.534464 0.0 -0.3 0.4
H 2.493515 2.503710 2.591203 0.0 0.2 -0.5
H 3.018157 4.825635 1.874656 0.0 -0.1 -0.1
H 3.330796 5.357427 -0.539892 -0.1 -0.3 0.1
H 3.200765 3.534621 -2.233417 0.1 -0.1 0.3
H 2.945600 1.161021 -1.483122 -0.3 0.5 0.4
O -0.532135 0.713979 6.615361 0.0 -1.9 -1.7
N -0.531620 -0.197112 5.793301 -1.3 0.0 1.7
O -1.191828 -1.236119 5.801249 1.3 1.9 -0.1
O -1.593978 0.999019 3.187948 -0.1 0.3 -0.3
```
Positions in Å, forces in eV/Å.

LUMO (alpha / beta) = -0.06 / -1.04 eV
2S+1 = 3
net charge = 0
HOMO-LUMO gap (alpha / beta) = 5.466 / 4.251 eV
relative energy (zero: lowest compared OMol25 entry of this formula, charge and spin) = 0.434 eV